# 1
A structure of composition C18H20NO5RhSSe, computed with ωB97M-V/def2-TZVPD.

```
47
Properties=species:S:1:pos:R:3:forces:R:3
H -5.590 -0.102 2.708 0.018 -0.009 -0.001
C 2.234 -1.139 0.909 -0.033 -0.271 -0.232
H -1.983 3.777 5.132 0.011 -0.002 0.001
H -1.441 -0.926 7.325 0.003 -0.001 -0.003
O 3.694 0.732 2.648 0.021 0.076 -0.029
C -2.172 2.690 3.303 0.009 0.065 0.020
O 2.432 -2.200 -1.229 -0.128 -0.274 0.088
H -1.797 -0.408 4.570 -0.014 0.023 0.020
C -1.154 3.546 2.608 0.008 -0.034 -0.093
O 0.378 -1.675 -0.460 0.179 0.286 -0.184
C -2.809 1.626 2.635 0.046 -0.093 0.104
O 1.865 2.362 2.283 0.088 -0.058 0.017
O 0.216 1.399 -1.788 0.019 0.045 -0.060
C -2.496 2.961 4.630 -0.019 -0.032 -0.005
C -0.851 -1.671 6.784 -0.011 -0.005 0.015
C -0.057 -1.031 5.675 -0.006 0.009 -0.022
H 3.139 -0.439 4.657 -0.003 -0.003 -0.007
C 0.002 0.179 3.586 0.050 -0.045 -0.012
C -3.440 2.221 5.329 0.004 0.003 -0.030
H 1.859 -1.521 6.502 -0.006 -0.005 -0.001
H 3.304 -1.350 0.931 0.057 0.301 0.089
S 2.306 0.983 2.289 0.004 0.044 -0.100
C -4.511 -0.282 2.703 -0.002 -0.018 -0.007
H -0.291 2.971 2.258 -0.100 0.046 0.114
C -3.778 0.877 3.329 0.037 0.017 -0.018
H -4.819 2.779 6.900 0.014 -0.007 0.000
H -0.520 0.624 2.748 0.046 0.013 0.007
H -3.168 3.361 7.135 -0.008 -0.017 -0.009
C -3.763 2.522 6.769 -0.003 0.009 0.026
H -4.188 -0.442 1.678 0.004 0.003 0.014
H -3.555 1.662 7.413 -0.002 0.013 -0.011
C 2.057 -0.438 4.660 -0.013 0.048 0.025
H 1.744 -1.677 1.736 0.117 -0.060 0.029
H -4.326 -1.201 3.269 -0.007 0.012 -0.007
N 1.885 0.285 0.948 -0.220 -0.167 0.173
C -4.075 1.190 4.653 0.004 0.014 -0.006
H -1.589 3.997 1.712 -0.010 0.008 0.033
C 1.332 -1.038 5.684 -0.009 0.010 0.003
Se -2.383 1.275 0.801 -0.151 0.103 -0.366
H -4.820 0.590 5.174 -0.003 0.001 0.002
H -0.197 -2.171 7.500 -0.005 0.004 -0.003
C 1.391 0.183 3.616 0.029 -0.029 0.032
C -0.713 -0.418 4.609 0.079 -0.036 -0.014
H -0.795 4.332 3.276 0.007 -0.004 -0.004
H -1.551 -2.411 6.388 0.003 0.000 0.007
C 1.666 -1.734 -0.388 -0.044 0.037 0.029
Rh -0.041 0.502 -0.257 -0.059 -0.017 0.371
```
Forces are in eV/Å.

Computed properties:
LUMO energy (spin up / spin down) in eV: 4.41 / 4.41
<S²>: 6.02
Spin multiplicity: 5
Net charge: -2
Kohn-Sham gap (spin up / spin down) in eV: 5.90 / 6.28
Largest force on an atom in Eh/bohr: 0.008
E_HOMO (spin up / spin down) in hartree: -0.0549 / -0.0689

Results of the Mulliken charge analysis, in e, for atoms 1 through 6: 0.345 -0.219 0.165 0.212 -0.811 1.358

---

# 2
The molecule C18H20O4, computed with ωB97M-V/def2-TZVPD.

```
42
Properties=species:S:1:pos:R:3:forces:R:3
H -0.017 2.861 3.682 0.000 0.101 0.050
H 3.772 -0.797 -0.042 -0.094 -0.026 0.047
C -1.022 1.113 2.978 -0.129 0.035 0.005
H -2.436 -2.304 -6.073 0.064 -0.031 -0.100
C -3.342 -2.398 -5.481 0.128 0.300 0.344
H 1.645 -1.672 -1.331 0.067 -0.050 0.021
H -3.263 -3.290 -4.864 -0.013 -0.129 0.008
H -0.330 -1.794 -2.769 0.008 -0.062 -0.040
C 0.909 -0.884 -1.287 0.349 -0.009 0.245
C -1.159 0.056 -2.089 0.222 -0.093 0.095
O 2.125 0.370 0.410 -0.044 0.175 -0.139
C 1.344 1.235 3.468 0.187 -0.194 0.058
C -3.524 -1.172 -4.606 -0.446 0.063 -0.293
H -4.432 -1.248 -3.997 0.129 0.063 -0.102
H 2.984 2.566 3.120 0.103 0.040 0.000
C 0.122 1.224 -0.422 0.234 -0.088 0.034
H 2.410 -1.660 0.735 0.042 0.062 -0.027
C -0.202 -0.953 -2.106 -0.290 0.194 -0.054
C -0.896 -0.222 2.640 -0.032 0.008 0.003
H -3.596 -0.259 -5.207 -0.028 -0.139 0.125
C 1.466 -0.104 3.091 -0.259 0.003 0.098
C 3.580 -0.459 2.091 0.010 -0.021 -0.674
C 2.974 -0.721 0.708 0.353 -0.147 0.339
H 2.209 2.757 4.690 0.024 0.044 0.032
H 0.272 2.055 0.248 0.000 0.095 0.106
H 3.899 0.589 2.130 0.038 -0.086 0.035
C 0.345 -0.827 2.700 0.226 -0.075 0.079
H -1.985 1.598 2.924 -0.090 0.045 0.007
C -0.981 1.149 -1.238 -0.021 -0.146 -0.124
C 0.087 1.823 3.398 -0.001 -0.069 -0.046
O -3.225 0.861 -2.952 0.083 -0.097 -0.002
C 1.077 0.203 -0.432 -0.262 0.068 -0.190
O -2.395 -1.066 -3.739 0.259 -0.197 0.032
O 2.687 -0.768 3.138 -0.457 0.161 0.293
C -2.360 0.017 -2.948 -0.258 0.218 -0.031
H 0.463 -1.870 2.444 0.044 -0.095 -0.029
H -4.193 -2.501 -6.147 -0.079 -0.026 -0.074
H 4.442 -1.110 2.250 -0.034 0.103 -0.081
H -1.729 1.927 -1.234 -0.058 0.076 0.013
C 2.523 2.025 3.948 0.012 -0.053 -0.055
H -1.757 -0.790 2.322 -0.070 -0.057 -0.031
H 3.267 1.368 4.394 0.084 0.036 0.026
```
Forces are in eV/Å.

Computed properties:
LUMO energy in eV: 0.76
Structure (SMILES): CCOC(=O)c1ccc(OCCOc2ccccc2C)cc1
Kohn-Sham gap in eV: 9.26
Largest force on an atom in Eh/bohr: 0.013
E_HOMO in hartree: -0.3126

Results of the Mulliken charge analysis, in e, for atoms 1 through 6: 0.407 0.449 -0.630 0.308 -1.229 0.407

---

# 3
A structure of composition C18H21AsCl5F9HgN2OPSSi2, computed with ωB97M-V/def2-TZVPD.

```
62
Properties=species:S:1:pos:R:3:forces:R:3
C -2.278 3.968 -1.064 0.021 -0.009 -0.021
C 0.976 -0.354 -4.296 0.018 0.026 -0.020
C -2.669 1.275 -1.547 -0.044 -0.186 0.041
F 4.405 2.275 -1.831 0.019 -0.009 0.022
C -5.085 1.727 -2.199 0.014 -0.043 0.031
H -3.503 -1.780 1.432 0.012 0.017 -0.014
H -0.292 3.297 -0.573 0.165 -0.007 0.063
F 3.886 1.290 0.177 0.052 0.039 0.071
H 2.535 -1.300 -0.695 0.044 -0.012 0.000
C -3.499 -1.394 2.454 -0.048 0.048 -0.059
C -3.519 3.529 -1.498 -0.014 0.013 0.013
H 2.517 1.692 4.141 0.013 -0.007 -0.017
H -0.099 -3.165 3.574 -0.006 -0.038 0.029
Cl 1.086 -3.658 -2.080 0.018 0.093 -0.027
P 3.092 2.226 -0.909 -0.059 0.067 0.043
Hg -0.254 -0.616 -1.443 0.128 -0.073 -0.301
H 2.263 2.338 2.501 0.002 0.036 -0.061
Si -1.772 -1.375 3.162 -0.047 0.028 0.037
F 3.569 3.543 -0.103 0.004 -0.052 -0.024
N 0.264 -0.913 0.690 -0.159 0.048 0.196
H 3.333 -1.508 3.489 0.030 -0.016 0.014
F 2.280 3.131 -1.961 -0.001 -0.015 0.011
C 1.332 -2.495 -3.365 -0.033 -0.115 0.017
H -0.912 -1.064 5.476 0.003 0.009 0.006
C -1.053 -3.093 3.054 0.061 -0.068 -0.024
H -3.914 -0.385 2.415 -0.031 -0.006 0.016
Si 1.589 -0.011 2.683 -0.085 0.012 -0.395
H -4.161 -2.016 3.062 -0.013 -0.015 -0.007
C 2.662 -1.382 0.381 0.030 -0.041 -0.020
F -5.067 1.172 -3.422 0.003 0.005 0.020
O 1.717 -0.484 0.976 -0.045 0.059 0.056
H -1.744 -3.801 3.517 -0.008 -0.017 -0.012
C -1.287 3.020 -0.890 -0.047 -0.087 -0.094
C 2.049 -2.898 -4.490 0.001 -0.060 0.026
H 2.462 -2.396 0.727 -0.019 -0.006 0.013
F 1.761 2.146 0.037 -0.084 0.067 0.090
C 0.792 -1.230 -3.231 0.082 0.164 0.039
C 1.689 -0.713 -5.436 -0.009 0.040 -0.034
N -1.475 1.724 -1.120 0.061 0.061 -0.063
H 3.651 -1.026 0.658 -0.017 -0.010 -0.025
H 3.647 1.298 2.829 0.040 0.018 -0.004
Cl 2.706 -4.492 -4.609 -0.009 0.035 0.004
H 1.815 -2.409 3.305 0.035 -0.006 -0.045
Cl 3.117 -2.459 -6.936 -0.011 0.006 0.028
H 2.056 -1.349 4.698 0.017 0.007 -0.007
H -4.326 4.232 -1.657 -0.001 0.001 0.018
Cl 0.294 1.235 -4.206 0.019 -0.054 0.076
F -5.960 2.762 -2.271 0.018 -0.019 0.005
As -0.601 0.291 1.937 0.058 -0.071 0.037
H -2.008 0.250 5.046 -0.024 -0.004 -0.008
C 2.232 -1.993 -5.529 0.025 -0.004 -0.066
H -0.896 -3.388 2.015 0.001 0.025 -0.005
C -3.731 2.185 -1.737 -0.050 0.048 -0.024
C 2.251 -1.466 3.628 -0.123 -0.102 0.129
F 2.596 0.872 -1.661 -0.014 0.001 -0.094
H -2.661 -1.329 5.482 0.010 -0.020 0.015
H -2.080 5.014 -0.882 0.000 0.007 0.011
F -5.644 0.829 -1.364 -0.001 0.049 -0.035
C -1.844 -0.826 4.959 0.032 0.056 0.042
S -2.793 -0.431 -1.845 -0.090 0.029 0.222
C 2.598 1.475 3.071 0.061 0.093 0.045
Cl 1.909 0.404 -6.732 -0.006 -0.035 0.023
```
Forces are in eV/Å.

Computed properties:
LUMO energy in eV: 2.15
Net charge: -1
Kohn-Sham gap in eV: 7.50
Largest force on an atom in Eh/bohr: 0.008
E_HOMO in hartree: -0.1967

Results of the Mulliken charge analysis, in e, for atoms 1 through 6: -0.923 1.197 0.541 -0.397 0.568 0.287

---

Calculated values (eV) of E for the records, taken in order: -109907.1949; -27180.5420; -212006.3729.
Calculated values (kcal per mole) of ΔE to the lowest compared entry with this formula, charge and spin for the records, taken in order: 0.0; 7.8; 30.1.